{
  "formula": "C61H127F3N6O9Y",
  "method": "the ωB97M-V functional and the def2-TZVPD basis",
  "homo_energy_ev": -9.0,
  "e_tot_ev": -101849.9897,
  "total_charge": 1,
  "elements": ["Y", "C", "C", "C", "O", "H", "H", "H", "H", "H", "H", "H", "C", "O", "O", "C", "F", "F", "F", "C", "C", "H", "H", "H", "H", "H", "H", "C", "C", "C", "C", "C", "C", "N", "O", "C", "C", "C", "H", "H", "H", "H", "H", "H", "H", "H", "H", "H", "H", "H", "H", "H", "H", "H", "H", "H", "H", "C", "C", "C", "C", "C", "C", "N", "O", "C", "C", "C", "H", "H", "H", "H", "H", "H", "H", "H", "H", "H", "H", "H", "H", "H", "H", "H", "H", "H", "H", "C", "C", "C", "C", "C", "C", "N", "O", "C", "C", "C", "H", "H", "H", "H", "H", "H", "H", "H", "H", "H", "H", "H", "H", "H", "H", "H", "H", "H", "H", "C", "C", "C", "C", "C", "C", "N", "O", "C", "C", "C", "H", "H", "H", "H", "H", "H", "H", "H", "H", "H", "H", "H", "H", "H", "H", "H", "H", "H", "H", "C", "C", "C", "C", "C", "C", "N", "O", "C", "C", "C", "H", "H", "H", "H", "H", "H", "H", "H", "H", "H", "H", "H", "H", "H", "H", "H", "H", "H", "H", "C", "C", "C", "C", "C", "C", "N", "O", "C", "C", "C", "H", "H", "H", "H", "H", "H", "H", "H", "H", "H", "H", "H", "H", "H", "H", "H", "H", "H", "H"],
  "xyz": [[-0.30363, -4.07310, 1.01162], [4.34508, -1.19250, 3.74891], [3.01311, -1.35677, 4.43954], [2.41974, -0.01091, 4.75148], [2.10063, -2.20170, 3.72878], [5.10788, -0.88928, 4.46604], [4.22328, -0.34689, 3.07199], [4.70780, -2.09267, 3.25270], [3.14266, -1.81474, 5.42014], [3.03243, 0.49845, 5.49531], [1.51609, -0.10436, 5.35378], [2.36616, 0.70783, 3.93378], [-0.73671, 0.67259, -1.21394], [0.73596, 0.80790, -1.04338], [-1.05636, -0.66183, -0.94408], [-1.51765, 1.74036, -0.34579], [-1.06575, 1.86386, 0.92245], [-1.35867, 2.91369, -0.98703], [-2.86924, 1.55158, -0.25785], [1.37447, 1.81944, -1.76334], [2.88063, 1.53959, -1.57775], [3.12551, 0.53940, -1.93520], [3.53736, 2.22698, -2.11095], [3.08496, 1.79778, -0.53867], [1.13064, 2.84405, -1.48256], [1.12580, 1.85315, -2.82406], [-0.98356, 0.89999, -2.25099], [-5.93068, -3.89438, 2.12432], [-5.80756, -4.13490, 3.62627], [-6.75807, -5.34870, 3.96740], [-6.61150, -5.69350, 5.39988], [-5.29059, -6.09077, 5.82975], [-4.18279, -5.01853, 5.45834], [-4.44235, -4.50588, 4.05804], [-3.46752, -3.58478, 3.71526], [-4.13600, -3.92602, 6.60631], [-2.93339, -5.87354, 5.48239], [-6.26127, -2.82786, 4.29966], [-6.80768, -3.34602, 1.78040], [-5.69077, -4.84196, 1.64202], [-5.15637, -3.21232, 1.77314], [-7.76504, -4.96274, 3.80879], [-6.73536, -6.04575, 3.12973], [-7.32476, -6.49739, 5.58184], [-7.11600, -4.94543, 6.01142], [-5.02988, -7.10963, 5.54335], [-5.12934, -6.16643, 6.90509], [-3.97357, -2.97686, 6.09561], [-5.07627, -3.89091, 7.15655], [-3.28622, -4.08246, 7.27077], [-2.97928, -6.63138, 4.70028], [-1.97598, -5.35452, 5.52786], [-2.86890, -6.40264, 6.43318], [-6.29427, -2.82815, 5.38916], [-7.28164, -2.58875, 4.00002], [-5.65456, -1.98736, 3.96269], [-3.68378, -2.89962, 4.35198], [3.49611, -6.84667, 0.82457], [3.77104, -6.91391, -0.68467], [3.42981, -8.26867, -1.17294], [3.36869, -8.54199, -2.62635], [2.30321, -7.57986, -3.19478], [2.58485, -6.08204, -2.85367], [2.83261, -5.94074, -1.39162], [2.98097, -4.58431, -1.01418], [3.79490, -5.52281, -3.75467], [1.32247, -5.23681, -3.28509], [5.16970, -6.65508, -1.05224], [4.00453, -7.70646, 1.26088], [2.41436, -6.87686, 0.95495], [3.90125, -5.88673, 1.14470], [4.16253, -8.93334, -0.71531], [2.52116, -8.60918, -0.67644], [2.98482, -9.54224, -2.82692], [4.30538, -8.36984, -3.15652], [1.33233, -7.80404, -2.75293], [2.10987, -7.74742, -4.25433], [4.35448, -4.66764, -3.37565], [4.61143, -6.24325, -3.80310], [3.49058, -5.28229, -4.77331], [1.32847, -4.15625, -3.14213], [0.86709, -5.59087, -4.20995], [0.49588, -5.53676, -2.64097], [5.54568, -6.98911, -2.01928], [5.92209, -6.94502, -0.31880], [5.29619, -5.57351, -1.10034], [3.88689, -4.42963, -1.29163], [4.05945, 10.63141, -2.79591], [3.43631, 10.84013, -1.43295], [2.48946, 12.03316, -1.42428], [1.02355, 11.63606, -1.93725], [0.54553, 10.40540, -1.10775], [1.43702, 9.16174, -1.18501], [2.82015, 9.57328, -0.80862], [3.69584, 8.44961, -0.68617], [0.81705, 8.26994, -0.11080], [1.34292, 8.44610, -2.54451], [4.61144, 11.15140, -0.34674], [4.98161, 10.05139, -2.75976], [4.19104, 11.55000, -3.36772], [3.35965, 10.10350, -3.44375], [2.37059, 12.47330, -0.43420], [2.78488, 12.88671, -2.03443], [0.97341, 11.44112, -3.00851], [0.33058, 12.46778, -1.81024], [-0.47861, 10.24627, -1.44529], [0.65190, 10.81573, -0.10356], [-0.24351, 8.04606, -0.22561], [1.38130, 7.34671, 0.02094], [0.86983, 8.78719, 0.84720], [2.31136, 8.40266, -3.04284], [0.96960, 7.42227, -2.52192], [0.81204, 9.03802, -3.29010], [5.07195, 12.10927, -0.58864], [5.41372, 10.44732, -0.56745], [4.21002, 11.18183, 0.66619], [3.82212, 8.41951, 0.26501], [10.79146, -1.98148, -2.82838], [10.34729, -0.65380, -3.40050], [11.57849, 0.22665, -3.92712], [12.27541, -0.36023, -5.20124], [11.26977, -0.46398, -6.27820], [9.90044, -1.18117, -5.92949], [9.44531, -0.83632, -4.52535], [8.21595, -1.40149, -4.23922], [8.93590, -0.66452, -7.00195], [10.17280, -2.68871, -6.10536], [9.67266, 0.22519, -2.37248], [10.10968, -2.52857, -2.17725], [11.02059, -2.70462, -3.61111], [11.81828, -1.91334, -2.46910], [11.17381, 1.22221, -4.10936], [12.39235, 0.20507, -3.20237], [13.16346, 0.22834, -5.43156], [12.61085, -1.37516, -4.98795], [11.73465, -0.94237, -7.14025], [11.12912, 0.51117, -6.74447], [8.77638, 0.38680, -6.76242], [7.99166, -1.20866, -7.02239], [9.20497, -0.62840, -8.05760], [9.51608, -3.29278, -5.47934], [11.19004, -2.97014, -5.83311], [9.97795, -3.01742, -7.12619], [9.18059, 1.08888, -2.81969], [8.98848, -0.40196, -1.80092], [10.35126, 0.73834, -1.69110], [7.62099, -0.66787, -4.41074], [-4.80679, 3.54438, 6.63237], [-4.01513, 3.75722, 7.96930], [-4.67203, 4.87093, 8.84267], [-5.86497, 4.36241, 9.60845], [-5.62806, 3.16189, 10.41691], [-4.93892, 2.03778, 9.59524], [-3.81918, 2.53605, 8.79152], [-3.21519, 1.54406, 8.09182], [-4.55097, 0.95235, 10.65922], [-6.04740, 1.28163, 8.70148], [-2.62607, 4.36728, 7.60368], [-5.88407, 3.37938, 6.65134], [-4.25792, 2.80081, 6.05450], [-4.57638, 4.44877, 6.06927], [-3.96432, 5.45907, 9.42690], [-5.24553, 5.56960, 8.23353], [-6.67233, 4.20001, 8.89438], [-6.31079, 5.23555, 10.08486], [-6.60994, 2.77473, 10.68917], [-5.16493, 3.37522, 11.38028], [-5.39299, 0.56473, 11.23269], [-4.00841, 0.14190, 10.17249], [-3.86214, 1.43078, 11.35544], [-6.88423, 1.94231, 8.47495], [-5.62869, 0.86819, 7.78396], [-6.51578, 0.41251, 9.16337], [-1.96565, 4.49585, 8.46123], [-2.70041, 5.27833, 7.00991], [-1.96782, 3.65642, 7.10419], [-2.46893, 1.25584, 8.62249], [-7.28144, 0.51656, -5.10042], [-6.90773, -0.18020, -6.38039], [-5.75265, -1.24514, -6.13591], [-6.08365, -2.72731, -5.70258], [-7.20593, -3.19068, -6.58789], [-8.40033, -2.23380, -6.75469], [-8.01236, -0.84061, -7.08089], [-9.00976, 0.05149, -7.43825], [-9.21157, -2.77651, -7.96762], [-9.24725, -2.19543, -5.47264], [-6.26918, 0.95124, -7.32781], [-7.58233, -0.23654, -4.37213], [-8.19347, 1.10570, -5.19639], [-6.57633, 1.15845, -4.57230], [-5.08694, -1.22396, -6.99875], [-5.08889, -0.91465, -5.33697], [-6.40295, -2.68891, -4.66111], [-5.30170, -3.47170, -5.55244], [-7.53991, -4.16111, -6.22071], [-6.80086, -3.35108, -7.58703], [-10.06123, -2.10669, -8.09998], [-8.62298, -2.76957, -8.88501], [-9.68945, -3.72968, -7.74132], [-10.04182, -2.93015, -5.60275], [-8.74348, -2.30801, -4.51262], [-9.73104, -1.21916, -5.44190], [-5.25484, 1.25255, -7.06621], [-6.97590, 1.77652, -7.41467], [-6.13800, 0.62151, -8.35843], [-9.15626, -0.22241, -8.34661]],
  "forces_ev_per_a": [[0.5115, 1.2153, -0.1330], [0.5009, 0.0605, 0.1729], [-1.5542, -0.4181, -2.5059], [-0.1913, 0.9545, 1.6146], [1.1699, 0.5220, 1.3526], [0.0031, 0.0056, 0.0941], [0.2221, -0.2490, -0.4116], [-0.2183, 0.0965, -0.1058], [-0.0696, -0.8567, 0.4428], [0.6339, -0.0312, -0.0575], [-0.5275, -0.0593, -0.7202], [-0.4110, -0.4547, -0.2733], [1.2203, -2.8841, 1.8999], [-2.6335, 0.0086, 0.2052], [0.1742, 2.0152, -0.3818], [-0.2491, -0.0613, 0.0894], [-0.1053, -0.1527, -0.8470], [0.0965, 0.1916, 0.3601], [1.2724, -0.3658, -0.2462], [1.4494, 0.6720, -0.9662], [-0.5724, 1.0670, -0.1114], [0.0103, -0.0770, 0.6058], [-0.3347, 0.1778, -0.4112], [0.2758, -0.9071, 0.1973], [-0.0647, 0.0026, 0.7848], [-0.2321, -0.7001, -0.3520], [-0.1669, 0.0433, -0.4203], [1.8607, 0.1455, -0.2477], [-1.0563, 0.3726, 0.5914], [0.1863, 2.7213, -1.2111], [-3.1133, -1.3526, 0.4577], [2.5281, 0.6661, 0.8215], [-1.0671, -0.9864, 0.1674], [-0.3123, -2.7900, 0.1772], [0.1479, 0.6561, -0.0552], [0.0270, -0.3909, -1.6516], [0.8949, 0.0263, 0.3336], [-0.5696, 0.0727, 0.2156], [-0.5055, -0.8171, 0.3388], [-0.6185, 0.0202, -0.4703], [0.4248, 0.0938, 0.2103], [-0.1978, 0.2985, 0.1982], [0.8379, -0.8423, 0.6511], [0.0595, -0.5565, 0.1170], [0.5921, 0.6476, 0.0137], [0.1061, 0.1519, -0.8445], [-0.6659, 0.1154, 0.2967], [-0.0609, 0.3882, 0.5319], [0.1399, 0.1146, -0.0058], [-0.1706, -0.1119, 0.0368], [0.2342, 0.1782, -0.1259], [0.0417, 0.4122, -0.7194], [-0.4652, -0.2050, 0.1374], [0.2687, -0.1872, 0.0028], [-0.0433, -0.0208, -0.1681], [0.1445, 0.0635, 0.0423], [0.6909, 1.1175, -0.1086], [0.5428, 0.5691, -1.3004], [-1.6271, 0.8046, -0.9569], [-0.1375, -2.2187, 1.4399], [-1.4068, 1.0825, -1.3424], [0.0049, 0.5376, 0.4302], [0.6889, 1.3921, -1.7273], [-1.7465, -1.4048, 0.1584], [0.2820, -0.8339, -0.0445], [0.1149, -0.8693, 0.7048], [-0.5415, -1.1772, 1.4431], [2.3028, 1.7803, 0.0256], [-0.1350, 0.2565, 0.4133], [0.0275, -0.1553, 0.2564], [-0.0505, -0.1717, 0.6148], [0.3505, -0.0860, 0.0643], [-0.5053, 0.0974, -0.2485], [0.4595, -0.1539, 0.0865], [0.0907, -0.2750, 0.1196], [-0.0740, -0.1671, 0.3872], [0.4467, 0.4150, -0.1988], [-0.6173, 0.4698, 0.2909], [-0.2364, -0.4037, -0.2806], [-0.1927, -0.0990, 0.1358], [0.6816, -0.0411, -0.5902], [0.7923, 0.4768, -0.5789], [-0.1489, -0.2599, 0.7623], [-0.5029, -0.3584, 0.0577], [-0.2315, -0.3341, 0.2129], [0.3804, 0.3232, 0.0463], [0.4521, 1.0310, 0.0101], [-0.5427, -0.4111, -0.8751], [2.0285, -0.6189, 2.4810], [-2.7439, -0.3387, -0.6470], [1.2798, -0.5161, 0.6135], [1.0188, 2.1972, -1.1610], [-0.4016, -0.1500, -0.2574], [-1.5802, 1.3483, 0.1756], [-0.3192, 0.7567, -0.7608], [0.8525, -0.2776, 1.0568], [0.7158, 0.3937, -0.9539], [-0.7112, 0.2138, -2.2795], [-0.0282, 0.0808, 0.0035], [0.4563, 0.2798, 0.4527], [-0.0140, -0.2963, 0.0575], [-0.0020, -0.3730, 0.2903], [0.7335, -0.3523, -0.1968], [0.4379, -0.1932, -0.1672], [0.0496, 0.0688, 0.3373], [-0.0493, -0.5959, 0.5766], [-0.6998, -0.4780, 0.3772], [0.0967, -0.0138, -0.6113], [-0.1123, -0.1894, -0.1794], [0.1463, 0.1145, 0.1297], [0.2923, -0.3287, 0.4235], [-0.2195, 0.1705, 0.1735], [-0.6623, -0.0677, 0.1685], [-0.2100, 0.3142, 0.0503], [-0.1423, -0.3469, 0.7403], [0.1777, -0.3108, -0.1194], [0.1517, -0.0901, 0.1012], [1.4164, -1.0140, -0.5673], [1.0837, 0.7584, -0.9312], [0.1225, -1.9146, -0.6544], [-0.8949, -0.0354, 1.7901], [-0.4872, 0.4637, -1.3699], [1.9911, -0.2019, -0.0993], [1.0365, 1.7729, -2.8303], [-0.4549, -0.6122, 0.4028], [-1.0629, 0.5178, 0.6342], [-0.5151, -0.4004, 0.2572], [-0.3871, 0.1885, 0.6296], [0.0234, 0.5260, 0.3302], [-0.5195, 0.0834, -0.5165], [-0.1953, 0.2470, 1.1301], [0.3071, 0.0908, -0.0171], [-0.4930, 0.4577, 0.6222], [-0.1426, 0.0513, -0.2910], [0.2831, -0.0723, 0.3692], [-0.2559, -0.7754, -0.0542], [-0.6438, 0.4851, 0.5144], [-0.4704, 0.0773, 0.1101], [-0.2019, 0.0692, 0.3824], [0.9997, -0.5189, 0.1890], [-0.1792, 0.0871, 0.0924], [0.0608, 0.1011, -0.0751], [0.1942, 0.1404, -0.1331], [-0.4380, -0.3349, -0.3608], [-0.2810, 0.4124, 0.1396], [0.4384, -0.6057, 0.2049], [-0.3515, -0.0524, 0.1094], [1.4864, 0.5181, 0.1827], [0.1971, 0.9999, 0.0269], [-1.0294, -0.4998, -0.6929], [-0.6105, 1.3774, -0.5002], [-0.4892, -0.9551, 0.2284], [-2.1511, -1.7977, 0.3362], [-0.7275, 2.2792, 2.2724], [0.4948, -1.6046, -1.4565], [1.3681, 1.0600, -0.7152], [0.2862, 0.5858, 0.0527], [0.5982, -1.3946, 0.0845], [0.2057, -0.1440, 0.3079], [-0.4187, -0.5030, 0.0818], [-0.5191, 0.2296, -0.0977], [0.1198, -0.4124, 0.1674], [1.0100, 0.3974, -0.8382], [0.0736, -0.6217, -0.4274], [0.1954, -0.1312, 0.9728], [-0.0505, -0.3272, 0.1677], [0.6202, -0.0262, -0.1869], [-0.1081, 0.1697, -0.3510], [-0.1795, -0.2374, 0.0636], [0.1464, -0.1193, 0.2187], [0.1186, 0.1539, -0.3270], [0.1687, 0.3805, -0.1247], [0.2361, 0.0832, 0.5939], [-0.6466, 0.6556, 0.6036], [-0.0834, -0.0600, 0.1624], [-0.4657, -0.2219, -0.9028], [0.1575, 0.1402, 0.0845], [-1.4971, -0.3750, 1.4418], [2.0197, 0.2237, -1.2029], [0.9279, -0.6558, 0.5468], [-1.2237, 1.8809, 0.3882], [0.3855, -0.1667, -0.4479], [-0.4715, 0.2644, 0.5254], [3.2916, -1.1166, -0.3412], [-0.8438, -0.2343, 0.2654], [-0.5541, 0.9480, 0.9656], [-0.9875, 0.0216, -0.5587], [-0.7926, -1.0836, -0.2735], [0.1078, -0.1985, 0.2567], [-0.0033, 0.1917, -0.4280], [0.5199, -0.1235, -0.5962], [-0.2742, -0.3045, -0.3696], [-0.1471, 0.7230, 0.1055], [-0.6323, 0.3207, 0.2101], [0.6338, 0.3656, -1.0394], [-0.5273, -0.0355, -0.1861], [0.1256, -0.1192, -0.1500], [-0.1274, 0.0861, -0.2139], [0.0579, -0.2562, 0.1285], [0.4748, -0.2367, -0.1280], [-0.0669, -0.1822, 0.5779], [0.2842, -0.2983, -0.2496], [-0.1982, -0.0249, 0.0334], [-0.2531, 0.2133, 0.7207], [0.2767, 0.2394, 0.3770], [-0.2436, -0.5759, -0.0616], [-0.2588, 0.5087, -0.2930]]
}